Entry 1:
Molecular formula: C4H11NO2
Method: DFT, wB97M-V/def2-TZVPD

## Properties
* energy relative to the best compared isomer or geometry (same formula, charge and spin): 86.5 kJ/mol
* spin multiplicity: 1
* energy: -364.235236 a.u.
* gap between HOMO and LUMO: 10.379 eV
* E_LUMO: 0.89 eV
* highest occupied orbital energy: -9.5 eV
* largest force on an atom: 0.0067 hartree/bohr

Last column: Löwdin charge in e.
Geometry (Å):
C1 1.223 -2.043 -0.570  -0.10
C2 0.281 -0.917 -0.957  -0.22
C3 -0.477 -0.351 0.253  -0.40
N1 -1.334 -1.370 0.851  0.05
C4 -1.250 0.862 -0.202  -0.22
O1 -0.886 2.007 -0.083  0.05
H1 1.949 -1.703 0.169  0.08
H2 0.672 -2.880 -0.148  0.07
H3 1.770 -2.407 -1.440  0.07
H4 0.834 -0.088 -1.402  0.11
H5 -0.458 -1.261 -1.686  0.11
H6 0.252 -0.026 0.994  0.13
H7 -2.022 -1.703 0.182  0.08
H8 -1.827 -1.012 1.660  0.08
H9 -2.236 0.655 -0.673  0.13
O2 1.931 1.765 0.553  -0.07
H10 2.452 2.496 0.904  0.04
H11 1.071 2.158 0.334  0.00

Entry 2:
Molecular formula: H3N3O4S
Method: DFT, wB97M-V/def2-TZVPD

## Properties
* energy relative to the best compared isomer or geometry (same formula, charge and spin): 861.7 kJ/mol
* spin multiplicity: 1
* energy: -864.727761 a.u.
* gap between HOMO and LUMO (alpha / beta): 8.375 / 7.625 eV
* E_LUMO (alpha / beta): -1.39 / -1.43 eV
* highest occupied orbital energy (alpha / beta): -9.8 / -9.1 eV
* largest force on an atom: 0.0798 hartree/bohr

Last column: Löwdin charge in e.
Geometry (Å):
N1 1.454 0.032 -2.350  0.14
N2 0.952 0.870 -1.611  -0.05
N3 -0.113 1.237 -1.286  0.04
O1 -0.970 1.892 0.641  -0.07
O2 -0.727 2.118 -0.604  -0.05
O3 0.311 -0.408 0.880  -0.18
O4 -0.833 -1.277 0.761  -0.62
S1 -0.867 -2.618 1.777  0.81
H1 2.402 0.030 -2.503  0.04
H2 -0.009 0.358 1.495  0.11
H3 -1.600 -2.233 2.799  -0.17

Entry 3:
Molecular formula: CH5N3O2
Method: DFT, wB97M-V/def2-TZVPD

## Properties
* energy relative to the best compared isomer or geometry (same formula, charge and spin): 297.9 kJ/mol
* spin multiplicity: 1
* energy: -355.710772 a.u.
* gap between HOMO and LUMO: 9.924 eV
* E_LUMO: 0.35 eV
* highest occupied orbital energy: -9.6 eV
* largest force on an atom: 0.0709 hartree/bohr

Last column: Löwdin charge in e.
Geometry (Å):
C1 0.226 -0.027 -0.298  -0.45
N1 0.819 -1.134 0.332  0.11
N2 0.768 1.189 0.057  0.06
N3 -1.297 -0.040 -0.062  -0.40
O1 -1.816 -1.125 -0.007  0.07
O2 -1.867 1.027 0.063  0.06
H1 -0.059 0.123 -1.642  0.22
H2 1.797 -1.359 0.399  0.10
H3 0.246 -1.934 0.489  0.07
H4 1.121 1.473 0.960  0.10
H5 0.062 1.807 -0.290  0.07